The following is a quantum chemistry calculation of a structure of composition C3H3N3O at a distorted geometry, from OMol25.

- DFT total energy: -355.4237 Eh
- Net charge: 0
- Orbital gap: 8.268 eV
- HOMO: -9.23 eV

Element x y z (Å)
1 O -1.34 -1.54 -1.55
2 N -0.08 -0.29 1.35
3 N -0.21 -0.43 0.14
4 N 1.79 0.92 0.08
5 C -0.97 -1.52 -0.42
6 C 0.48 0.71 -0.54
7 C 0.77 1.35 0.72
8 H 0.44 2.10 1.42
9 H 0.26 0.94 -1.58
10 H -1.16 -2.24 0.39